# 1
{"formula": "C62H163N13O18", "method": "ωB97M-V/def2-TZVPD", "species": ["C", "O", "C", "C", "N", "C", "C", "O", "C", "H", "H", "H", "H", "H", "H", "H", "H", "H", "H", "H", "H", "H", "H", "H", "C", "O", "C", "C", "N", "C", "C", "O", "C", "H", "H", "H", "H", "H", "H", "H", "H", "H", "H", "H", "H", "H", "H", "H", "C", "O", "C", "C", "N", "C", "C", "O", "C", "H", "H", "H", "H", "H", "H", "H", "H", "H", "H", "H", "H", "H", "H", "H", "C", "O", "C", "C", "N", "C", "C", "O", "C", "H", "H", "H", "H", "H", "H", "H", "H", "H", "H", "H", "H", "H", "H", "H", "C", "O", "C", "C", "N", "C", "C", "O", "C", "H", "H", "H", "H", "H", "H", "H", "H", "H", "H", "H", "H", "H", "H", "H", "C", "C", "C", "O", "C", "N", "H", "H", "H", "H", "H", "H", "H", "H", "H", "H", "H", "C", "C", "C", "O", "C", "N", "H", "H", "H", "H", "H", "H", "H", "H", "H", "H", "H", "C", "C", "C", "O", "C", "N", "H", "H", "H", "H", "H", "H", "H", "H", "H", "H", "H", "C", "C", "C", "O", "C", "N", "H", "H", "H", "H", "H", "H", "H", "H", "H", "H", "H", "C", "C", "C", "O", "C", "N", "H", "H", "H", "H", "H", "H", "H", "H", "H", "H", "H", "C", "C", "C", "O", "C", "N", "H", "H", "H", "H", "H", "H", "H", "H", "H", "H", "H", "C", "C", "C", "O", "C", "N", "H", "H", "H", "H", "H", "H", "H", "H", "H", "H", "H", "C", "C", "C", "O", "C", "N", "H", "H", "H", "H", "H", "H", "H", "H", "H", "H", "H"], "xyz": [[-1.585, 8.323, -0.686], [-0.163, 8.178, -0.587], [0.240, 6.990, -0.022], [1.780, 6.719, 0.039], [2.539, 7.057, -1.168], [4.050, 7.083, -0.984], [4.870, 7.372, -2.278], [5.104, 6.213, -2.948], [4.067, 5.557, -3.712], [-1.799, 9.240, -1.235], [-2.137, 8.336, 0.254], [-2.055, 7.642, -1.395], [-0.264, 6.277, -0.674], [-0.162, 6.798, 0.973], [1.978, 5.688, 0.334], [2.221, 7.292, 0.854], [2.091, 7.948, -1.326], [4.613, 6.355, -0.400], [4.223, 7.862, -0.242], [5.812, 7.866, -2.038], [4.263, 8.111, -2.800], [3.389, 5.105, -2.988], [4.580, 4.825, -4.336], [3.543, 6.230, -4.390], [5.629, 1.719, 5.257], [5.314, 2.498, 6.413], [4.057, 2.163, 6.945], [2.903, 2.763, 6.214], [2.582, 1.910, 5.040], [2.195, 2.649, 3.899], [1.595, 1.807, 2.721], [0.595, 0.868, 3.244], [-0.555, 1.503, 3.686], [5.424, 0.648, 5.262], [6.703, 1.818, 5.100], [5.184, 2.287, 4.441], [3.960, 2.575, 7.949], [3.911, 1.132, 7.268], [3.100, 3.791, 5.908], [1.966, 2.750, 6.772], [1.860, 1.235, 5.250], [3.052, 3.282, 3.669], [1.425, 3.314, 4.289], [2.232, 1.196, 2.080], [1.107, 2.447, 1.986], [-0.742, 2.164, 2.839], [-0.431, 2.239, 4.481], [-1.338, 0.773, 3.890], [-0.717, -5.527, -2.805], [-1.272, -6.545, -2.036], [-1.482, -6.415, -0.669], [-2.886, -6.040, -0.186], [-3.241, -4.881, -0.978], [-4.428, -4.148, -0.661], [-5.766, -4.771, -1.087], [-5.772, -4.714, -2.465], [-7.008, -4.415, -3.216], [-1.141, -4.524, -2.747], [-0.784, -5.857, -3.841], [0.339, -5.369, -2.587], [-0.716, -5.741, -0.285], [-1.210, -7.300, -0.093], [-2.933, -5.787, 0.873], [-3.600, -6.859, -0.265], [-3.380, -5.176, -1.934], [-4.414, -3.166, -1.134], [-4.399, -3.892, 0.398], [-6.615, -4.195, -0.719], [-5.825, -5.806, -0.748], [-7.509, -3.460, -3.062], [-7.694, -5.210, -2.921], [-6.713, -4.656, -4.237], [2.567, -10.403, 3.120], [1.412, -10.157, 2.263], [0.329, -9.283, 2.696], [0.735, -7.861, 3.205], [1.115, -6.994, 2.167], [1.809, -5.823, 2.667], [2.282, -4.820, 1.618], [3.325, -5.458, 0.815], [2.791, -6.084, -0.298], [2.230, -10.488, 4.153], [3.376, -9.682, 3.006], [2.874, -11.415, 2.859], [-0.211, -9.788, 3.497], [-0.422, -9.245, 1.907], [1.551, -8.005, 3.914], [-0.170, -7.599, 3.754], [1.693, -7.621, 1.627], [2.701, -6.244, 3.130], [1.251, -5.339, 3.469], [2.698, -4.041, 2.256], [1.538, -4.422, 0.928], [2.235, -5.480, -1.016], [2.297, -7.007, 0.006], [3.630, -6.545, -0.819], [6.059, 2.469, -8.197], [5.260, 2.476, -6.997], [5.693, 1.500, -6.153], [4.876, 1.515, -4.902], [5.118, 0.331, -4.058], [4.262, 0.343, -2.914], [4.676, -0.706, -1.788], [4.261, -2.078, -1.920], [2.911, -2.420, -1.649], [6.139, 1.510, -8.708], [7.067, 2.875, -8.116], [5.507, 3.138, -8.857], [6.757, 1.630, -5.955], [5.535, 0.585, -6.723], [3.839, 1.450, -5.232], [4.952, 2.469, -4.381], [5.252, -0.609, -4.401], [3.209, 0.319, -3.196], [4.379, 1.357, -2.532], [4.281, -0.322, -0.848], [5.754, -0.826, -1.682], [2.657, -3.400, -2.055], [2.202, -1.718, -2.086], [2.670, -2.633, -0.607], [-7.325, 1.702, -6.778], [-7.261, 0.657, -5.698], [-7.883, -0.771, -6.152], [-7.098, -1.412, -7.175], [-7.690, -2.639, -7.660], [-5.760, 0.574, -5.513], [-6.860, 1.452, -7.732], [-6.765, 2.599, -6.516], [-8.379, 1.974, -6.837], [-7.755, 0.892, -4.755], [-8.942, -0.791, -6.410], [-7.814, -1.467, -5.315], [-7.060, -3.228, -8.327], [-8.589, -2.479, -8.255], [-7.885, -3.288, -6.806], [-5.585, 0.298, -4.557], [-5.478, -0.257, -6.012], [5.865, 3.043, 0.872], [6.555, 4.375, 1.279], [7.660, 4.236, 2.327], [7.010, 4.061, 3.587], [7.761, 4.426, 4.665], [7.157, 4.802, 0.003], [5.169, 3.101, 0.035], [5.284, 2.664, 1.714], [6.693, 2.378, 0.629], [5.873, 5.163, 1.598], [8.237, 5.160, 2.362], [8.293, 3.407, 2.011], [7.126, 4.303, 5.542], [8.124, 5.451, 4.596], [8.576, 3.733, 4.877], [7.882, 4.182, -0.327], [6.499, 4.877, -0.760], [-2.082, -1.311, -1.516], [-0.569, -1.400, -1.155], [-0.012, -0.245, -0.446], [0.238, 0.797, -1.343], [0.624, 2.097, -0.896], [-0.365, -2.598, -0.309], [-2.462, -2.292, -1.802], [-2.365, -0.706, -2.377], [-2.518, -0.979, -0.573], [0.002, -1.442, -2.082], [0.954, -0.483, 0.000], [-0.629, -0.001, 0.419], [1.435, 2.087, -0.168], [-0.166, 2.568, -0.312], [0.927, 2.825, -1.648], [-0.771, -3.403, -0.764], [-0.995, -2.703, 0.473], [-3.849, -0.641, 2.567], [-4.017, -2.075, 3.049], [-5.340, -2.756, 2.907], [-5.381, -4.140, 3.467], [-5.476, -4.304, 4.861], [-2.824, -2.689, 2.344], [-2.869, -0.249, 2.839], [-4.675, -0.121, 3.052], [-3.965, -0.652, 1.484], [-3.803, -2.012, 4.116], [-5.694, -2.775, 1.876], [-6.153, -2.147, 3.302], [-4.674, -3.905, 5.483], [-5.471, -5.370, 5.088], [-6.351, -3.876, 5.349], [-1.995, -2.369, 2.826], [-2.879, -3.688, 2.480], [-2.733, 3.181, -1.320], [-3.591, 2.310, -0.355], [-4.593, 1.227, -0.977], [-5.564, 2.084, -1.669], [-6.926, 1.708, -1.739], [-2.625, 1.550, 0.424], [-2.094, 3.906, -0.816], [-3.399, 3.738, -1.979], [-2.052, 2.534, -1.875], [-3.957, 3.094, 0.308], [-5.072, 0.736, -0.130], [-3.996, 0.552, -1.590], [-7.215, 1.121, -0.867], [-7.238, 1.204, -2.653], [-7.587, 2.566, -1.611], [-1.984, 0.990, -0.119], [-3.146, 0.901, 0.996], [-1.828, -4.502, -6.203], [-2.919, -3.562, -5.629], [-3.446, -2.396, -6.468], [-2.464, -1.759, -7.302], [-1.626, -0.769, -6.769], [-4.029, -4.432, -5.176], [-1.829, -4.342, -7.281], [-1.681, -5.557, -5.970], [-0.898, -4.036, -5.877], [-2.530, -2.873, -4.880], [-3.795, -1.675, -5.729], [-4.285, -2.819, -7.021], [-0.684, -0.787, -7.318], [-1.534, -0.736, -5.683], [-2.171, 0.155, -6.964], [-4.341, -5.160, -5.803], [-3.768, -4.861, -4.299], [-0.753, 7.446, 5.292], [0.458, 7.119, 4.299], [1.939, 6.913, 4.880], [2.759, 6.309, 3.903], [4.121, 6.338, 4.233], [0.034, 5.915, 3.648], [-0.710, 6.686, 6.072], [-1.656, 7.483, 4.682], [-0.445, 8.417, 5.679], [0.579, 7.753, 3.421], [1.921, 6.089, 5.594], [2.491, 7.763, 5.281], [4.362, 5.807, 5.154], [4.407, 7.387, 4.310], [4.651, 5.978, 3.351], [-0.197, 6.117, 2.685], [0.970, 5.557, 3.522], [1.674, -1.923, 4.337], [0.258, -2.377, 3.994], [-0.618, -1.938, 5.105], [-0.356, -2.705, 6.272], [-1.235, -2.299, 7.327], [-0.045, -1.649, 2.771], [2.035, -2.709, 5.000], [2.067, -1.074, 4.896], [2.258, -2.166, 3.449], [0.270, -3.454, 3.833], [-1.657, -2.024, 4.787], [-0.332, -0.898, 5.266], [-1.530, -3.057, 8.053], [-2.095, -1.764, 6.924], [-0.815, -1.461, 7.883], [0.556, -2.036, 2.058], [0.057, -0.649, 2.868]], "lowdin_charge": [-0.09, -0.18, -0.23, -0.20, -0.05, -0.16, -0.26, -0.20, -0.06, 0.09, 0.09, 0.08, 0.11, 0.09, 0.11, 0.10, 0.10, 0.10, 0.10, 0.12, 0.11, 0.07, 0.07, 0.09, -0.09, -0.17, -0.25, -0.17, -0.07, -0.21, -0.10, -0.27, -0.11, 0.09, 0.07, 0.07, 0.11, 0.13, 0.11, 0.12, 0.09, 0.11, 0.09, 0.12, 0.09, 0.09, 0.09, 0.08, -0.11, -0.16, -0.23, -0.17, -0.05, -0.21, -0.23, -0.23, -0.05, 0.07, 0.08, 0.08, 0.10, 0.11, 0.12, 0.11, 0.09, 0.10, 0.09, 0.12, 0.12, 0.08, 0.08, 0.07, -0.09, -0.22, -0.17, -0.25, -0.06, -0.19, -0.16, -0.17, -0.14, 0.08, 0.08, 0.08, 0.11, 0.11, 0.11, 0.12, 0.09, 0.12, 0.11, 0.10, 0.10, 0.07, 0.07, 0.09, -0.09, -0.17, -0.30, -0.19, -0.08, -0.21, -0.16, -0.19, -0.10, 0.08, 0.09, 0.09, 0.13, 0.12, 0.12, 0.11, 0.12, 0.11, 0.10, 0.10, 0.12, 0.07, 0.07, 0.07, -0.10, -0.36, -0.16, -0.22, -0.09, 0.04, 0.08, 0.07, 0.07, 0.11, 0.11, 0.10, 0.08, 0.08, 0.08, 0.05, 0.03, -0.05, -0.40, -0.17, -0.20, -0.15, 0.02, 0.07, 0.06, 0.08, 0.11, 0.12, 0.13, 0.08, 0.09, 0.09, 0.07, 0.05, -0.03, -0.39, -0.26, -0.16, -0.09, 0.08, 0.05, 0.07, 0.06, 0.13, 0.12, 0.11, 0.06, 0.06, 0.09, 0.03, 0.04, -0.06, -0.41, -0.15, -0.18, -0.14, 0.06, 0.06, 0.09, 0.06, 0.11, 0.11, 0.12, 0.07, 0.09, 0.08, 0.00, 0.06, -0.05, -0.37, -0.10, -0.20, -0.11, 0.05, 0.06, 0.07, 0.07, 0.13, 0.11, 0.09, 0.08, 0.06, 0.08, 0.02, 0.01, -0.06, -0.40, -0.18, -0.19, -0.10, 0.05, 0.07, 0.07, 0.07, 0.11, 0.11, 0.12, 0.09, 0.08, 0.08, 0.08, 0.05, -0.04, -0.39, -0.16, -0.25, -0.09, 0.02, 0.07, 0.07, 0.06, 0.12, 0.12, 0.12, 0.09, 0.09, 0.08, 0.04, 0.04, -0.06, -0.40, -0.22, -0.15, -0.10, 0.06, 0.07, 0.08, 0.07, 0.13, 0.10, 0.12, 0.09, 0.07, 0.08, 0.06, 0.03], "de_lowest_kj_mol": 835.7, "e_tot_ha": -4525.38962, "e_homo_ev": -8.268, "gap_ha": 0.3203, "lumo_energy_ev": 0.4, "fmax_ev_per_a": 4.13}

# 2
{"formula": "CHCl3IMg", "method": "ωB97M-V/def2-TZVPD", "species": ["Mg", "I", "C", "Cl", "Cl", "Cl", "H"], "xyz": [[3.431, 3.197, 2.498], [1.759, 1.728, 0.822], [-0.991, -0.892, -0.660], [-0.573, -2.423, 0.198], [-2.696, -0.338, -0.190], [-0.672, -1.084, -2.401], [-0.257, -0.189, -0.267]], "lowdin_spin": [0.76, 0.22, 0.00, 0.00, 0.00, 0.00, 0.01], "e_tot_ha": -1917.06326, "e_homo_ev": [-7.736, -9.285], "gap_ha": [0.2752, 0.2602], "multiplicity": 2, "lumo_energy_ev": [-0.2, -2.2], "fmax_ev_per_a": 1.93}

# 3
{"formula": "C2H2NO4S", "method": "ωB97M-V/def2-TZVPD", "species": ["C", "S", "O", "N", "O", "C", "O", "O", "H", "H"], "xyz": [[-1.714, 0.310, 0.668], [-0.545, 1.475, 0.104], [-0.672, 1.680, -1.358], [1.025, 0.331, 0.288], [1.794, 0.556, 1.232], [1.162, -1.036, -0.667], [2.341, -1.176, -0.940], [0.158, -1.675, -0.724], [-2.307, -0.395, -0.101], [-1.242, -0.070, 1.499]], "lowdin_charge": [-0.26, 0.82, -0.57, -0.27, -0.09, -0.70, 0.02, 0.03, 0.08, -0.05], "de_lowest_kj_mol": 357.2, "e_tot_ha": -831.21413, "e_homo_ev": [-4.130, -4.159], "gap_ha": [0.2431, 0.2831], "lumo_energy_ev": [2.5, 3.5], "fmax_ev_per_a": 4.05, "smiles": "C=S(=O)=[N+]([O-])C(=O)[O-]", "total_charge": -1}

# 4
{"formula": "C11H34N8O5", "method": "ωB97M-V/def2-TZVPD", "species": ["C", "O", "C", "C", "C", "N", "H", "H", "H", "H", "H", "H", "H", "H", "H", "H", "H", "C", "O", "C", "C", "C", "N", "H", "H", "H", "H", "H", "H", "H", "H", "H", "H", "H", "N", "C", "N", "O", "H", "H", "H", "H", "N", "C", "N", "O", "H", "H", "H", "H", "N", "C", "N", "O", "H", "H", "H", "H"], "xyz": [[-0.962, 4.554, 1.900], [-0.188, 3.814, 2.842], [-0.094, 2.436, 2.590], [-1.289, 1.538, 2.959], [-1.874, 1.770, 4.364], [-0.912, 0.132, 2.817], [-0.861, 4.181, 0.879], [-0.555, 5.562, 1.965], [-2.034, 4.634, 2.097], [0.236, 2.182, 1.576], [0.782, 2.193, 3.202], [-2.082, 1.725, 2.225], [-2.408, 2.713, 4.461], [-0.951, 1.726, 4.949], [-2.512, 0.946, 4.678], [-1.595, -0.453, 3.290], [-0.155, 0.016, 3.494], [-2.740, -3.174, -1.616], [-2.670, -2.205, -2.649], [-2.898, -0.860, -2.188], [-2.677, 0.193, -3.278], [-3.232, 1.551, -2.854], [-3.350, -0.203, -4.535], [-3.790, -3.464, -1.525], [-2.401, -2.957, -0.600], [-2.186, -4.034, -1.993], [-3.947, -0.836, -1.867], [-2.266, -0.663, -1.320], [-1.595, 0.142, -3.419], [-2.974, 2.229, -3.669], [-2.645, 1.797, -1.969], [-4.319, 1.566, -2.807], [-3.219, -1.207, -4.594], [-4.334, 0.017, -4.439], [0.346, -2.917, -0.762], [0.924, -1.745, -0.538], [0.058, -0.819, -0.055], [2.127, -1.457, -0.661], [0.891, -3.758, -0.842], [-0.658, -2.925, -0.863], [-0.804, -0.911, 0.452], [0.456, 0.102, 0.050], [2.981, -0.522, -3.107], [3.839, 0.523, -2.943], [4.298, 0.559, -1.664], [4.117, 1.299, -3.859], [2.593, -0.752, -4.005], [2.595, -1.030, -2.313], [4.749, 1.367, -1.281], [4.030, -0.256, -1.146], [5.365, -2.377, 1.837], [4.745, -1.712, 2.843], [3.426, -1.503, 2.518], [5.290, -1.166, 3.790], [6.345, -2.138, 1.770], [4.979, -2.729, 0.984], [2.973, -1.901, 1.720], [3.029, -0.795, 3.114]], "lowdin_charge": [-0.10, -0.17, -0.22, -0.45, -0.05, 0.03, 0.09, 0.09, 0.08, 0.12, 0.13, 0.13, 0.08, 0.09, 0.07, 0.07, 0.08, -0.13, -0.19, -0.20, -0.43, -0.06, 0.04, 0.10, 0.08, 0.10, 0.13, 0.09, 0.14, 0.08, 0.08, 0.08, 0.06, 0.06, 0.20, -0.65, 0.17, -0.03, 0.12, 0.05, 0.07, 0.10, 0.14, -0.69, 0.15, 0.00, 0.10, 0.04, 0.10, 0.06, 0.14, -0.69, 0.14, 0.03, 0.11, 0.09, 0.07, 0.10], "de_lowest_kj_mol": 144.2, "e_tot_ha": -1253.79721, "e_homo_ev": -9.121, "gap_ha": 0.3378, "lumo_energy_ev": 0.1, "fmax_ev_per_a": 2.67, "smiles": "COC[C@H](C)N.COC[C@H](C)N.NC(N)=O.NC(N)=O.NC(N)=O"}

# 5
{"formula": "H2N4O", "method": "ωB97M-V/def2-TZVPD", "species": ["N", "N", "N", "N", "O", "H", "H"], "xyz": [[3.472, 0.717, 0.029], [2.449, 0.328, -0.111], [0.261, 0.239, -0.146], [1.459, -0.377, 0.032], [1.504, -1.708, 0.134], [-0.154, 0.138, -1.053], [-0.315, -0.266, 0.605]], "lowdin_charge": [0.27, -0.04, 0.10, -0.40, -0.15, 0.09, 0.14], "de_lowest_kj_mol": 434.3, "e_tot_ha": -295.24820, "e_homo_ev": -8.554, "gap_ha": 0.3038, "lumo_energy_ev": -0.3, "fmax_ev_per_a": 3.88}

# 6
{"formula": "C2H4BFO", "method": "ωB97M-V/def2-TZVPD", "species": ["O", "C", "C", "F", "H", "B", "H", "H", "H"], "xyz": [[-3.564, -0.032, 1.264], [-3.193, -0.103, 0.169], [-2.507, 0.185, -0.944], [-1.958, -0.683, -1.802], [-2.621, 1.188, -1.418], [-0.062, -0.377, 1.412], [-0.967, -1.184, 1.428], [1.023, -0.656, 1.723], [-0.356, 0.756, 0.857]], "lowdin_charge": [0.17, -0.18, -0.18, 0.00, 0.14, 0.13, -0.03, -0.06, 0.01], "de_lowest_kj_mol": 348.0, "e_tot_ha": -278.41755, "e_homo_ev": -9.124, "gap_ha": 0.3260, "lumo_energy_ev": -0.3, "fmax_ev_per_a": 2.56, "smiles": "O=C=CF.B"}